A structure of composition C2H2LiO2Rb at a distorted geometry, computed with ωB97M-V/def2-TZVPD.

The geometry in XYZ format:
```
8
Properties=species:S:1:pos:R:3:lowdin_charge:R:1
O -0.9587 -1.3692 0.7459 -0.417
C 0.0870 -1.5514 0.0490 -0.306
C 0.5935 -0.2143 -0.5084 -0.514
O 0.0641 0.9264 0.0906 -0.611
Li -0.5763 2.2542 -0.8508 0.749
Rb -1.4231 0.5341 2.4970 0.949
H 0.5107 -0.3803 -1.6071 0.074
H 1.7028 -0.1994 -0.4162 0.077
```

HOMO energy: -0.155 Eh
Energy: -259.4073 Ha
Largest force on an atom: 0.040 Eh/bohr
E_LUMO: -1.180 eV